The following is a quantum chemistry calculation of 7 unconnected molecules or ions with the total composition C25H42IN2O18 at a distorted geometry, from OMol25.

Values from the calculation:
total charge = +1
calculated total energy = -2739.17962 Eh
frontier orbital gap = 5.80 eV
HOMO level = -11.1 eV

Each atom is followed by the atoms it is bonded to, with distances in Å.
CARTESIAN COORDINATES (ANGSTROEM)
1 N -3.02 -3.90 4.17  C2 1.441, H5 1.016, H6 1.015
2 C -4.22 -3.15 3.92  N1 1.441, N3 1.536, H7 1.083, H8 1.080
3 N -5.44 -4.06 3.71  C2 1.536, I4 2.095, H9 1.032, H10 1.018
4 I -7.15 -3.37 4.72  N3 2.095
5 H -3.16 -4.42 5.03  N1 1.016
6 H -2.90 -4.55 3.40  N1 1.015
7 H -4.10 -2.52 3.04  C2 1.083
8 H -4.41 -2.50 4.76  C2 1.080
9 H -5.64 -4.15 2.70  N3 1.032
10 H -5.26 -4.99 4.07  N3 1.018
11 C -1.02 -1.57 3.10  C12 1.509, H18 1.089, H19 1.084, H20 1.091
12 C 0.25 -0.97 3.67  C11 1.509, C13 1.512, O17 1.443, H21 1.093
13 C 0.36 0.54 3.56  C12 1.512, O14 1.434, H22 1.087, H23 1.092
14 O 1.78 0.73 3.52  C13 1.434, C15 1.354
15 C 2.33 -0.38 2.98  O14 1.354, O16 1.187, O17 1.357
16 O 3.45 -0.47 2.63  C15 1.187
17 O 1.40 -1.38 2.91  C12 1.443, C15 1.357
18 H -0.86 -2.61 2.85  C11 1.089
19 H -1.83 -1.50 3.82  C11 1.084
20 H -1.32 -1.05 2.19  C11 1.091
21 H 0.40 -1.29 4.70  C12 1.093
22 H -0.08 1.07 4.40  C13 1.087
23 H -0.07 0.92 2.63  C13 1.092
24 C 6.91 1.08 1.84  C25 1.508, H31 1.089, H32 1.090, H33 1.091
25 C 6.38 2.26 1.06  C24 1.508, C26 1.512, O30 1.444, H34 1.093
26 C 5.66 1.92 -0.22  C25 1.512, O27 1.433, H35 1.087, H36 1.092
27 O 5.86 3.10 -1.00  C26 1.433, C28 1.356
28 C 7.02 3.67 -0.59  O27 1.356, O29 1.187, O30 1.354
29 O 7.57 4.56 -1.15  C28 1.187
30 O 7.45 3.09 0.56  C25 1.444, C28 1.354
31 H 7.73 1.38 2.49  C24 1.089
32 H 6.12 0.64 2.44  C24 1.090
33 H 7.29 0.31 1.17  C24 1.091
34 H 5.75 2.89 1.71  C25 1.093
35 H 4.60 1.72 -0.09  C26 1.087
36 H 6.12 1.07 -0.74  C26 1.092
37 C -7.84 0.33 1.82  C38 1.510, H44 1.090, H45 1.089, H46 1.090
38 C -6.79 0.76 2.82  C37 1.510, C39 1.513, O43 1.449, H47 1.093
39 C -6.05 2.03 2.48  C38 1.513, O40 1.440, H48 1.086, H49 1.091
40 O -4.79 1.82 3.15  C39 1.440, C41 1.341
41 C -4.58 0.50 3.20  O40 1.341, O42 1.192, O43 1.352
42 O -3.55 -0.03 3.50  C41 1.192
43 O -5.70 -0.18 2.86  C38 1.449, C41 1.352
44 H -8.03 -0.73 1.90  C37 1.090
45 H -8.77 0.87 1.99  C37 1.089
46 H -7.52 0.53 0.80  C37 1.090
47 H -7.22 0.82 3.82  C38 1.093
48 H -6.53 2.93 2.85  C39 1.086
49 H -5.86 2.14 1.41  C39 1.091
50 C 5.99 6.31 -3.32  C51 1.506, H57 1.089, H58 1.086, H59 1.092
51 C 4.54 5.92 -3.42  C50 1.506, C52 1.508, O56 1.450, H60 1.094
52 C 4.10 5.38 -4.76  C51 1.508, O53 1.441, H61 1.084, H62 1.092
53 O 2.70 5.70 -4.76  C52 1.441, C54 1.355
54 C 2.53 6.80 -3.98  O53 1.355, O55 1.189, O56 1.352
55 O 1.53 7.44 -3.93  C54 1.189
56 O 3.66 7.05 -3.28  C51 1.450, C54 1.352
57 H 6.15 7.03 -2.52  C50 1.089
58 H 6.60 5.44 -3.13  C50 1.086
59 H 6.33 6.78 -4.25  C50 1.092
60 H 4.29 5.21 -2.62  C51 1.094
61 H 4.26 4.31 -4.86  C52 1.084
62 H 4.58 5.90 -5.59  C52 1.092
63 C 2.14 -0.25 -5.90  C64 1.510, H70 1.089, H71 1.089, H72 1.091
64 C 3.54 -0.05 -5.36  C63 1.510, C65 1.513, O69 1.442, H73 1.093
65 C 3.71 -0.30 -3.88  C64 1.513, O66 1.434, H74 1.087, H75 1.093
66 O 4.81 0.56 -3.56  C65 1.434, C67 1.358
67 C 4.80 1.59 -4.44  O66 1.358, O68 1.186, O69 1.353
68 O 5.45 2.57 -4.34  C67 1.186
69 O 3.94 1.33 -5.45  C64 1.442, C67 1.353
70 H 2.01 0.31 -6.83  C63 1.089
71 H 1.96 -1.31 -6.11  C63 1.089
72 H 1.39 0.10 -5.20  C63 1.091
73 H 4.26 -0.64 -5.94  C64 1.093
74 H 3.94 -1.33 -3.63  C65 1.087
75 H 2.84 0.03 -3.31  C65 1.093
76 C -4.58 -6.86 -1.95  C77 1.509, H83 1.088, H84 1.089, H85 1.090
77 C -4.34 -5.93 -0.78  C76 1.509, C78 1.514, O82 1.452, H86 1.093
78 C -5.20 -6.19 0.43  C77 1.514, O79 1.449, H87 1.087, H88 1.090
79 O -5.27 -4.87 1.03  C78 1.449, C80 1.375
80 C -5.13 -3.96 0.01  O79 1.375, O81 1.185, O82 1.336
81 O -5.33 -2.80 0.16  C80 1.185
82 O -4.73 -4.57 -1.11  C77 1.452, C80 1.336
83 H -4.25 -6.39 -2.88  C76 1.088
84 H -4.03 -7.79 -1.82  C76 1.089
85 H -5.64 -7.09 -2.06  C76 1.090
86 H -3.28 -5.91 -0.51  C77 1.093
87 H -4.78 -6.91 1.13  C78 1.087
88 H -6.22 -6.50 0.17  C78 1.090